No. 1
C2H3ClN2 | ωB97M-V/def2-TZVPD

XYZ file:
```
8
Properties=species:S:1:pos:R:3:forces:R:3:lowdin_charge:R:1
Cl -0.178204 2.140917 0.032738 0.3 -0.8 -0.1 0.47
C 0.393736 0.438961 0.487099 1.2 1.8 2.1 -0.55
C -0.429356 -0.622315 -0.136946 -1.6 -1.4 3.7 -0.47
N -0.701153 -0.381157 -1.518503 -0.4 -0.8 -0.8 0.08
N 0.140273 -1.253522 -1.338923 -0.5 0.5 0.3 0.12
H 1.425444 0.306423 0.163314 0.0 0.5 -0.4 0.06
H 0.507211 0.602407 1.623715 -0.8 -1.2 -1.7 0.09
H -1.157951 -1.231715 0.687506 1.7 1.6 -3.1 0.18
```
Positions in Å, forces in eV/Å.

Its SMILES is ClCC1N=N1. The energy relative to the best compared isomer or geometry (same formula, charge and spin) comes out at 71.59 kcal per mole. As for the total energy: -647.6077 hartree. The LUMO energy is 0.24 eV.

---

No. 2
C2H3ClN2 | ωB97M-V/def2-TZVPD

XYZ file:
```
8
Properties=species:S:1:pos:R:3:forces:R:3:lowdin_charge:R:1
C -1.167298 -0.606745 -0.069603 6.0 -2.4 -1.7 0.10
C 0.709063 -0.365751 0.095664 -5.1 1.6 -1.7 -0.29
N 1.749141 -0.245351 0.717905 1.6 -0.9 2.6 0.08
N 1.569491 0.699116 -0.395654 -0.1 -0.7 -2.0 -0.48
Cl 1.046657 2.320847 0.057984 -0.3 0.2 0.6 0.46
H -1.209939 -0.853977 -1.188803 -0.3 -0.4 2.0 0.09
H -1.446356 0.367824 0.025470 -0.9 2.6 0.9 -0.01
H -1.250760 -1.315963 0.757036 -0.9 0.1 -0.7 0.05
```
Positions in Å, forces in eV/Å.

Its SMILES is CC1=NN1Cl. The energy relative to the best compared isomer or geometry (same formula, charge and spin) comes out at 130.09 kcal per mole. As for the total energy: -647.5145 hartree. The LUMO energy is 0.23 eV.

---

No. 3
C2H3ClN2O | ωB97M-V/def2-TZVPD

XYZ file:
```
9
Properties=species:S:1:pos:R:3:forces:R:3:lowdin_charge:R:1
H 0.886628 -1.736134 -0.662329 -0.3 0.3 0.4 0.08
N 0.734806 -1.375284 0.294885 0.5 0.2 -1.2 0.08
C 1.045542 -0.178793 0.464482 1.2 -0.9 0.6 -0.70
Cl 1.805659 1.028399 -0.609835 0.0 -0.5 -0.4 0.56
H 1.154598 0.186778 1.461688 -0.5 0.5 0.5 0.06
N -1.126942 1.097374 0.106263 0.0 2.2 0.9 0.15
C -1.772169 0.153050 -0.205009 1.1 -0.6 -0.6 -0.44
O -2.192867 -0.891978 -0.431655 -1.5 -1.2 -0.2 0.17
H -0.535257 1.716584 -0.418494 -0.3 0.0 -0.1 0.04
```
Positions in Å, forces in eV/Å.

Its SMILES is [H]/N=C\Cl.N=C=O. The energy relative to the best compared isomer or geometry (same formula, charge and spin) comes out at 16.79 kcal per mole. As for the total energy: -722.9269 hartree. The LUMO energy is 0.72 eV.

---

no.,HOMO (eV),HOMO-LUMO gap (eV),largest force on an atom (eV Å⁻¹)
1,-10.647,10.89,4.3
2,-9.729,9.96,6.7
3,-10.910,11.63,2.4